{
  "formula": "C52H55F5N8O2S2Tl",
  "method": "ωB97M-V/def2-TZVPD",
  "spin_multiplicity": 1,
  "charge": -1,
  "e_above_lowest_kcal_mol": 0.00,
  "orbital_gap_ev": 6.907,
  "e_homo_ev": -4.587,
  "species": ["Tl", "C", "C", "C", "C", "C", "C", "C", "C", "C", "C", "C", "C", "C", "C", "C", "C", "C", "H", "H", "H", "H", "H", "H", "H", "H", "H", "H", "H", "H", "H", "H", "H", "H", "H", "H", "H", "H", "H", "H", "H", "H", "H", "H", "H", "H", "H", "C", "C", "C", "C", "C", "N", "C", "C", "C", "C", "C", "C", "C", "N", "C", "C", "C", "N", "C", "C", "N", "C", "C", "C", "N", "H", "H", "H", "H", "H", "H", "H", "H", "H", "H", "H", "H", "H", "H", "H", "H", "H", "H", "N", "C", "C", "C", "C", "C", "C", "S", "O", "O", "N", "C", "S", "C", "C", "N", "H", "H", "H", "H", "H", "H", "H", "H", "F", "C", "C", "C", "F", "C", "F", "C", "F", "C", "F"],
  "positions_angstrom": [[-0.152, 0.264, 0.014], [1.435, -1.668, 1.518], [1.731, -2.844, 0.915], [2.443, -2.514, -0.363], [2.501, -1.166, -0.455], [1.895, -0.518, 0.718], [2.872, 0.441, 1.458], [3.223, 1.648, 0.600], [4.162, -0.365, 1.731], [2.362, 0.935, 2.808], [3.159, -3.429, -1.359], [2.307, -4.619, -1.813], [3.531, -2.658, -2.632], [4.481, -3.914, -0.740], [1.289, -4.184, 1.510], [0.105, -4.779, 0.704], [0.826, -3.976, 2.963], [2.425, -5.212, 1.602], [0.944, -1.544, 2.471], [2.998, -0.614, -1.233], [3.695, 1.372, -0.344], [3.912, 2.302, 1.143], [2.325, 2.226, 0.377], [4.621, -0.714, 0.806], [3.950, -1.235, 2.354], [4.886, 0.263, 2.257], [1.522, 1.611, 2.689], [3.163, 1.485, 3.308], [2.054, 0.118, 3.462], [1.368, -4.275, -2.249], [2.069, -5.307, -1.009], [2.848, -5.180, -2.581], [2.648, -2.245, -3.117], [4.016, -3.339, -3.336], [4.230, -1.846, -2.425], [4.348, -4.366, 0.239], [5.160, -3.068, -0.619], [4.962, -4.648, -1.394], [-0.355, -4.026, 0.061], [-0.669, -5.150, 1.378], [0.411, -5.611, 0.070], [-0.044, -3.332, 3.041], [1.623, -3.544, 3.570], [0.561, -4.947, 3.390], [2.795, -5.544, 0.636], [2.064, -6.097, 2.133], [3.265, -4.805, 2.169], [5.135, 2.182, -4.011], [3.737, 2.131, -3.460], [3.229, 3.143, -2.645], [1.967, 3.057, -2.098], [1.111, 1.968, -2.329], [-0.175, 1.882, -1.777], [-0.977, 2.957, -2.135], [-0.699, 3.665, -3.334], [-1.439, 4.728, -3.806], [-2.571, 5.173, -3.135], [-3.421, 6.302, -3.651], [-2.901, 4.480, -1.986], [-2.146, 3.427, -1.478], [-2.650, 2.881, -0.264], [-3.300, 3.538, 0.722], [-3.756, 2.595, 1.611], [-3.313, 1.378, 1.072], [-2.641, 1.563, -0.052], [1.628, 0.980, -3.173], [2.910, 1.049, -3.710], [0.822, -0.131, -3.550], [0.612, -0.612, -4.795], [-0.115, -1.770, -4.661], [-0.294, -1.907, -3.272], [0.276, -0.914, -2.612], [5.520, 3.202, -4.009], [5.174, 1.809, -5.035], [5.819, 1.572, -3.416], [3.846, 4.005, -2.418], [1.603, 3.860, -1.469], [0.145, 3.341, -3.925], [-1.138, 5.204, -4.733], [-2.904, 6.844, -4.444], [-3.661, 7.018, -2.863], [-4.368, 5.944, -4.064], [-3.810, 4.744, -1.458], [-3.353, 4.612, 0.735], [-4.279, 2.760, 2.536], [-3.412, 0.384, 1.471], [3.252, 0.232, -4.336], [0.982, -0.085, -5.657], [-0.477, -2.411, -5.445], [-0.819, -2.676, -2.728], [-7.101, 0.422, 4.650], [-5.709, 0.363, 4.553], [-4.913, 1.335, 5.153], [-3.530, 1.257, 5.078], [-2.927, 0.209, 4.400], [-3.716, -0.783, 3.827], [-5.093, -0.707, 3.900], [-1.168, 0.149, 4.214], [-0.803, -1.246, 4.222], [-0.647, 1.009, 5.255], [-0.861, 0.720, 2.763], [-0.633, 2.031, 2.554], [-0.798, 3.371, 3.667], [-0.358, 4.464, 2.406], [-0.071, 3.779, 1.280], [-0.218, 2.420, 1.360], [-7.477, 1.346, 4.789], [-7.594, -0.083, 3.932], [-5.382, 2.157, 5.683], [-2.909, 2.009, 5.544], [-3.239, -1.618, 3.337], [-5.703, -1.483, 3.451], [-0.296, 5.526, 2.570], [0.238, 4.219, 0.343], [-2.476, -0.128, -2.310], [-2.649, -1.068, -1.378], [-1.817, -1.158, -0.272], [-2.121, -2.155, 0.623], [-1.397, -2.308, 1.746], [-3.171, -3.046, 0.455], [-3.424, -4.005, 1.359], [-3.967, -2.935, -0.667], [-4.985, -3.783, -0.861], [-3.707, -1.937, -1.591], [-4.489, -1.827, -2.674]],
  "lowdin_charge": [1.128, -0.088, -0.087, -0.092, -0.092, -0.331, -0.539, -0.044, -0.039, -0.035, -0.514, -0.040, -0.062, -0.039, -0.492, -0.025, -0.062, -0.063, 0.085, 0.097, 0.079, 0.092, 0.056, 0.077, 0.090, 0.081, 0.049, 0.091, 0.090, 0.081, 0.040, 0.083, 0.069, 0.084, 0.078, 0.053, 0.083, 0.084, 0.074, 0.082, 0.066, 0.051, 0.095, 0.084, 0.045, 0.084, 0.089, -0.058, -0.282, -0.046, -0.045, -0.290, 0.008, -0.213, -0.023, -0.059, -0.300, -0.068, 0.000, -0.113, -0.086, -0.079, -0.045, -0.145, 0.057, -0.140, 0.009, -0.075, -0.065, -0.052, -0.153, 0.082, 0.071, 0.074, 0.079, 0.112, 0.114, 0.108, 0.105, 0.067, 0.071, 0.074, 0.114, 0.122, 0.088, 0.093, 0.120, 0.121, 0.088, 0.111, 0.087, -0.329, -0.043, -0.068, -0.280, -0.063, -0.026, 0.554, -0.305, -0.359, -0.129, -0.746, 1.050, -0.407, -0.254, -0.034, 0.081, 0.082, 0.108, 0.099, 0.104, 0.111, 0.054, 0.101, 0.085, -0.288, -0.103, -0.261, 0.055, -0.153, 0.102, -0.138, 0.108, -0.145, 0.105]
}

{
  "formula": "C12H13ClOS",
  "method": "ωB97M-V/def2-TZVPD",
  "spin_multiplicity": 1,
  "e_above_lowest_kcal_mol": 53.63,
  "orbital_gap_ev": [8.098, 5.771],
  "e_homo_ev": [-8.638, -6.864],
  "species": ["C", "C", "C", "C", "C", "C", "C", "C", "C", "C", "C", "C", "O", "S", "Cl", "H", "H", "H", "H", "H", "H", "H", "H", "H", "H", "H", "H", "H"],
  "positions_angstrom": [[-1.632, 0.183, -1.559], [-2.963, -0.167, -1.539], [-2.971, 0.202, 0.904], [-0.945, 0.579, -0.355], [-1.627, 0.581, 0.910], [-3.610, -0.139, -0.283], [4.008, 1.604, -0.752], [1.622, -3.255, -0.590], [2.853, 1.075, -0.392], [1.481, 1.610, -0.526], [0.399, 0.895, -0.366], [-0.811, 0.978, 2.090], [-0.200, -2.108, 0.923], [1.086, -1.864, 0.333], [-5.246, -0.561, -0.045], [-1.203, 0.176, -2.471], [-3.688, -0.447, -2.275], [-3.421, 0.181, 1.905], [4.970, 1.116, -0.349], [4.084, 2.417, -1.493], [0.891, -3.914, -1.091], [2.311, -3.014, -1.254], [2.996, 0.199, 0.278], [1.299, 2.644, -0.614], [0.147, 1.402, 1.901], [-1.465, 1.475, 2.747], [-0.396, 0.100, 2.480], [2.031, -1.947, 1.484]],
  "lowdin_charge": [-0.001, -0.076, -0.081, -0.212, -0.209, -0.682, -0.019, -0.184, -0.218, -0.106, -0.021, -0.022, -0.526, 0.795, 0.695, 0.076, 0.097, 0.119, 0.084, 0.063, 0.043, -0.061, 0.074, 0.105, 0.071, 0.078, 0.066, 0.053]
}

{
  "formula": "C21H35N3O3S",
  "method": "ωB97M-V/def2-TZVPD",
  "spin_multiplicity": 1,
  "smiles": "CCCS(=O)(=O)N1CCC(C(=O)NCCCN(CC)c2cccc(C)c2)CC1",
  "e_above_lowest_kcal_mol": 1.84,
  "orbital_gap_ev": 8.714,
  "e_homo_ev": -7.968,
  "species": ["C", "C", "C", "S", "O", "O", "N", "C", "C", "C", "C", "O", "N", "C", "C", "C", "N", "C", "C", "C", "C", "C", "C", "C", "C", "C", "C", "C", "H", "H", "H", "H", "H", "H", "H", "H", "H", "H", "H", "H", "H", "H", "H", "H", "H", "H", "H", "H", "H", "H", "H", "H", "H", "H", "H", "H", "H", "H", "H", "H", "H", "H", "H"],
  "positions_angstrom": [[-3.854, -1.062, -1.595], [-3.527, -2.540, -1.769], [-3.292, -3.244, -0.446], [-1.591, -2.978, 0.143], [-1.362, -3.905, 1.218], [-0.701, -3.043, -0.986], [-1.643, -1.398, 0.709], [-0.603, -0.537, 0.189], [0.725, -0.802, 0.890], [0.569, -0.521, 2.386], [0.256, 0.954, 2.663], [-0.673, 1.318, 3.356], [1.139, 1.821, 2.121], [0.952, 3.250, 2.191], [0.594, 3.856, 0.832], [1.790, 3.978, -0.121], [2.284, 2.707, -0.618], [3.731, 2.588, -0.677], [4.320, 1.917, 0.564], [1.519, 1.979, -1.526], [0.323, 2.461, -2.062], [-0.433, 1.675, -2.912], [-0.032, 0.397, -3.247], [1.156, -0.109, -2.731], [1.571, -1.514, -3.039], [1.915, 0.685, -1.889], [-0.540, -1.423, 2.939], [-1.835, -1.257, 2.139], [-4.783, -0.941, -1.041], [-3.060, -0.558, -1.054], [-3.971, -0.587, -2.566], [-4.345, -3.031, -2.302], [-2.620, -2.651, -2.366], [-3.381, -4.324, -0.533], [-3.943, -2.886, 0.346], [-0.519, -0.733, -0.878], [-0.916, 0.502, 0.337], [0.977, -1.855, 0.743], [1.506, -0.199, 0.430], [1.509, -0.748, 2.905], [1.833, 1.500, 1.465], [1.862, 3.717, 2.585], [0.137, 3.418, 2.899], [-0.191, 3.250, 0.380], [0.198, 4.859, 0.996], [2.606, 4.457, 0.426], [1.521, 4.648, -0.952], [4.172, 3.586, -0.783], [4.013, 2.021, -1.568], [4.048, 2.464, 1.463], [5.405, 1.896, 0.491], [3.966, 0.892, 0.658], [-0.023, 3.458, -1.844], [-1.351, 2.075, -3.319], [-0.637, -0.214, -3.901], [0.966, -2.207, -2.451], [2.618, -1.680, -2.795], [1.413, -1.742, -4.091], [2.833, 0.273, -1.496], [-0.739, -1.169, 3.980], [-0.223, -2.465, 2.877], [-2.555, -2.016, 2.446], [-2.255, -0.265, 2.322]],
  "lowdin_charge": [-0.097, -0.277, -0.221, 0.663, -0.291, -0.298, -0.233, -0.190, -0.116, -0.211, -0.463, 0.065, 0.081, -0.167, -0.151, -0.179, -0.115, -0.224, -0.071, -0.223, -0.038, -0.079, -0.072, -0.288, -0.032, -0.017, -0.124, -0.183, 0.077, 0.051, 0.072, 0.110, 0.097, 0.102, 0.101, 0.092, 0.138, 0.126, 0.085, 0.153, 0.095, 0.118, 0.118, 0.102, 0.116, 0.120, 0.119, 0.118, 0.113, 0.067, 0.075, 0.065, 0.097, 0.105, 0.112, 0.062, 0.079, 0.083, 0.109, 0.122, 0.110, 0.119, 0.126]
}

{
  "formula": "C30H30IN4O2RuS2",
  "method": "ωB97M-V/def2-TZVPD",
  "spin_multiplicity": 6,
  "orbital_gap_ev": [6.802, 6.373],
  "e_homo_ev": [-7.163, -7.519],
  "species": ["Ru", "C", "N", "C", "C", "N", "C", "C", "C", "C", "C", "C", "C", "S", "C", "C", "C", "C", "C", "C", "S", "H", "H", "H", "H", "H", "H", "H", "H", "H", "H", "H", "H", "H", "H", "H", "H", "H", "H", "C", "C", "N", "C", "C", "C", "O", "C", "C", "N", "C", "C", "C", "C", "C", "C", "I", "C", "O", "H", "H", "H", "H", "H", "H", "H", "H", "H", "H", "H", "H"],
  "positions_angstrom": [[-0.441, -0.247, -0.278], [-3.420, 1.438, -0.387], [-2.134, 1.723, 0.261], [-2.293, 1.634, 1.725], [-0.956, 1.558, 2.427], [-0.312, 0.239, 2.258], [1.096, 0.361, 2.667], [-1.035, -0.767, 3.019], [-0.847, -0.862, 4.394], [-1.531, -1.794, 5.154], [-2.431, -2.648, 4.531], [-2.636, -2.560, 3.169], [-1.951, -1.627, 2.384], [-2.286, -1.620, 0.654], [-1.621, 3.029, -0.095], [-2.445, 4.150, -0.049], [-1.960, 5.411, -0.352], [-0.623, 5.562, -0.696], [0.203, 4.457, -0.741], [-0.280, 3.179, -0.452], [0.822, 1.828, -0.612], [-4.232, 2.051, 0.019], [-3.664, 0.390, -0.226], [-3.330, 1.623, -1.453], [-2.891, 0.750, 1.947], [-2.846, 2.510, 2.091], [-1.083, 1.767, 3.497], [-0.278, 2.312, 2.020], [1.553, -0.625, 2.731], [1.195, 0.855, 3.640], [1.619, 0.963, 1.923], [-0.150, -0.193, 4.883], [-1.364, -1.853, 6.221], [-2.975, -3.386, 5.107], [-3.335, -3.226, 2.680], [-3.484, 4.037, 0.230], [-2.618, 6.268, -0.315], [-0.225, 6.540, -0.931], [1.244, 4.567, -1.014], [-3.168, 0.488, -4.092], [-1.738, 0.203, -4.420], [-1.363, 0.312, -5.667], [-0.077, 0.095, -5.988], [0.885, -0.263, -5.080], [2.305, -0.418, -5.552], [3.191, 0.526, -4.955], [0.512, -0.413, -3.716], [1.543, -0.813, -2.790], [1.473, -0.879, -1.504], [2.691, -1.115, -0.821], [3.855, -0.445, -1.185], [5.027, -0.668, -0.480], [5.046, -1.544, 0.593], [3.886, -2.203, 0.974], [2.713, -1.986, 0.273], [0.890, -2.837, 0.792], [-0.833, -0.161, -3.360], [-1.314, -0.281, -2.170], [-3.742, 0.551, -5.012], [-3.238, 1.444, -3.569], [-3.585, -0.273, -3.432], [0.176, 0.222, -7.035], [2.327, -0.326, -6.643], [2.717, -1.400, -5.307], [2.803, 1.402, -5.061], [2.499, -1.063, -3.245], [3.831, 0.260, -2.005], [5.928, -0.142, -0.765], [5.962, -1.711, 1.142], [3.893, -2.882, 1.816]],
  "lowdin_spin": [3.755, 0.004, 0.096, 0.003, 0.003, 0.082, 0.006, 0.009, 0.002, 0.005, 0.001, 0.011, 0.026, 0.189, 0.015, 0.001, 0.012, 0.000, 0.018, 0.030, 0.247, 0.002, 0.001, 0.000, 0.001, 0.002, 0.001, 0.001, 0.000, 0.002, 0.002, 0.000, 0.000, 0.000, 0.003, 0.000, 0.001, 0.000, 0.003, 0.002, 0.013, -0.002, 0.014, -0.002, 0.000, 0.000, 0.017, 0.005, 0.096, 0.008, 0.004, 0.001, 0.003, 0.002, 0.007, 0.099, 0.011, 0.183, 0.000, 0.000, 0.001, 0.001, 0.000, 0.000, 0.000, 0.003, 0.000, 0.000, 0.000, 0.001]
}

{
  "formula": "C6H10N2O",
  "method": "ωB97M-V/def2-TZVPD",
  "spin_multiplicity": 1,
  "smiles": "N#CN1CCC(O)CC1",
  "e_above_lowest_kcal_mol": 65.99,
  "orbital_gap_ev": 9.664,
  "e_homo_ev": -8.998,
  "species": ["N", "C", "N", "C", "C", "C", "O", "C", "C", "H", "H", "H", "H", "H", "H", "H", "H", "H", "H"],
  "positions_angstrom": [[3.653, 0.008, 0.942], [2.628, -0.104, 0.336], [1.338, -0.092, -0.160], [0.522, 1.001, -0.783], [-0.541, 1.545, 0.240], [-1.386, 0.193, 0.338], [-1.187, -0.461, 1.681], [-0.904, -1.051, -0.525], [0.567, -1.302, -0.291], [1.318, 1.722, -1.049], [0.180, 0.709, -1.783], [-1.278, 2.286, -0.154], [-0.062, 1.742, 1.204], [-2.433, 0.323, 0.113], [-1.200, 0.295, 2.206], [-1.300, -1.008, -1.600], [-1.539, -1.883, -0.256], [1.024, -1.930, -1.059], [0.602, -1.992, 0.599]],
  "lowdin_charge": [0.113, -0.237, -0.110, -0.153, -0.059, -0.269, -0.047, -0.160, -0.204, 0.121, 0.121, 0.121, 0.116, 0.121, 0.032, 0.132, 0.107, 0.118, 0.137]
}

{
  "formula": "C4H4N2O2",
  "method": "ωB97M-V/def2-TZVPD",
  "spin_multiplicity": 1,
  "smiles": "N#CC1=NOC[C@H]1O",
  "e_above_lowest_kcal_mol": 87.02,
  "orbital_gap_ev": 10.050,
  "e_homo_ev": -10.047,
  "species": ["N", "C", "C", "N", "O", "C", "C", "O", "H", "H", "H", "H"],
  "positions_angstrom": [[-3.231, -0.533, -0.019], [-2.103, -0.807, -0.136], [-0.669, -0.784, -0.132], [0.161, -1.774, -0.339], [1.428, -1.371, -0.286], [1.517, 0.013, 0.091], [0.125, 0.453, 0.372], [-0.223, 1.397, -0.657], [2.322, 0.147, 0.839], [1.801, 0.604, -0.776], [-0.098, 0.857, 1.392], [-1.032, 1.799, -0.348]],
  "lowdin_charge": [0.166, -0.135, -0.210, 0.117, -0.078, -0.102, -0.267, -0.026, 0.144, 0.132, 0.171, 0.088]
}

{
  "formula": "C4H7NO2",
  "method": "ωB97M-V/def2-TZVPD",
  "spin_multiplicity": 3,
  "e_above_lowest_kcal_mol": 57.48,
  "orbital_gap_ev": [7.014, 6.897],
  "e_homo_ev": [-6.257, -9.474],
  "species": ["C", "C", "C", "C", "N", "O", "O", "H", "H", "H", "H", "H", "H", "H"],
  "positions_angstrom": [[0.354, -1.077, -1.023], [0.708, -2.375, -0.747], [0.628, 0.401, -0.575], [-0.454, 2.257, 0.549], [-0.324, 0.858, 0.243], [1.621, 1.048, -0.894], [-1.584, 0.169, 0.232], [-0.289, -0.929, -2.036], [-1.334, -0.769, 0.423], [0.448, -3.234, -1.494], [-1.085, 2.298, 1.440], [0.602, 2.513, 0.752], [-0.778, 2.756, -0.358], [1.169, -2.710, 0.232]],
  "lowdin_spin": [0.836, 0.886, 0.055, 0.003, 0.008, 0.045, 0.055, 0.016, 0.011, 0.039, 0.001, 0.001, 0.000, 0.045]
}